Record 1
One molecule with the formula C5H8N2, computed with wB97M-V/def2-TZVPD.

Cartesian coordinates (Å):
C -2.29 -0.21 -0.18
C -0.94 0.07 0.46
C -0.40 1.29 0.18
N 0.97 1.17 0.09
C 1.30 -0.16 0.26
N 2.64 -0.57 0.06
C 0.16 -0.85 0.58
H -2.49 -1.28 -0.30
H -3.18 0.29 0.21
H -2.15 0.18 -1.19
H -0.95 2.18 -0.09
H 1.53 1.80 -0.46
H 2.77 -1.53 0.33
H 2.88 -0.51 -0.93
H 0.14 -1.86 0.98

Its multiplicity is 1. The charge is 0. The calculation puts the relative energy (zero: lowest compared OMol25 entry of this formula, charge and spin) at 0.975 eV. Its HOMO energy is -7.47 eV. For the total energy, the calculation gives -8294.0215 eV. For the LUMO energy, the calculation gives 0.96 eV.

Record 2
A 2-piece molecular cluster, C4H13N4 overall, computed with wB97M-V/def2-TZVPD.

Cartesian coordinates (Å):
C -2.94 -1.01 1.93
N -2.25 -0.67 0.70
C -1.29 -1.41 0.16
N -0.71 -1.10 -0.96
H -3.86 -1.57 1.74
H -2.28 -1.61 2.55
H -3.17 -0.09 2.48
H -2.62 0.07 0.12
H -1.00 -2.29 0.72
H -0.09 -1.84 -1.25
C 2.58 0.72 -0.66
C 1.51 1.51 -0.65
N 0.42 1.27 -1.61
N 3.65 0.85 0.19
H 2.68 -0.05 -1.42
H 1.35 2.32 0.04
H -0.35 1.90 -1.40
H 0.68 1.43 -2.59
H 0.00 0.29 -1.44
H 3.44 1.23 1.10
H 4.27 0.06 0.23

Its multiplicity is 1. The charge is +1. The calculation puts the relative energy (zero: lowest compared OMol25 entry of this formula, charge and spin) at 1.357 eV. Its HOMO energy is -12.49 eV. For the total energy, the calculation gives -10312.7313 eV. For the LUMO energy, the calculation gives -2.70 eV.

Record 3
C50H66ClI2N2OP2SiSn as an isolated structure, computed with wB97M-V/def2-TZVPD.

Cartesian coordinates (Å):
Sn 1.82 -1.95 -0.44
C 1.46 2.24 0.21
Si -0.34 2.42 0.61
C -1.04 4.09 0.09
C -0.83 5.42 0.45
C -1.48 6.42 -0.26
C -2.33 6.10 -1.33
C -2.54 4.79 -1.70
C -1.89 3.78 -0.97
P -1.76 1.99 -1.20
C -1.40 1.90 -3.00
C -0.01 2.46 -3.32
C 0.11 2.76 -4.82
C -0.23 1.54 -5.67
C -1.60 0.96 -5.30
C -1.67 0.63 -3.81
C -3.36 1.17 -0.89
C -4.51 1.83 -1.65
C -5.83 1.12 -1.34
C -6.10 1.08 0.16
C -4.96 0.40 0.90
C -3.63 1.10 0.62
C -0.77 2.06 2.39
C -1.46 3.13 2.99
C -1.67 3.19 4.36
C -1.18 2.18 5.16
C -0.53 1.10 4.58
C -0.34 1.00 3.21
P 0.41 -0.53 2.49
C 1.56 -1.02 3.84
C 2.30 -2.33 3.54
C 3.11 -2.77 4.77
C 3.69 -1.58 5.54
C 3.92 -0.39 4.61
C 2.60 0.12 4.03
C -1.05 -1.68 2.61
C -1.52 -2.07 4.01
C -2.90 -2.74 3.95
C -3.04 -3.69 2.74
C -1.67 -4.15 2.27
C -0.86 -2.96 1.74
H 2.02 2.79 0.97
H 1.68 2.69 -0.77
H 1.82 1.21 0.22
H -0.17 5.68 1.27
H -1.32 7.46 0.00
H -2.82 6.90 -1.87
H -3.19 4.56 -2.53
H -2.13 2.64 -3.36
H 0.74 1.71 -3.04
H 0.21 3.36 -2.74
H 1.12 3.12 -5.04
H -0.57 3.58 -5.07
H 0.54 0.77 -5.51
H -0.20 1.80 -6.72
H -1.80 0.06 -5.89
H -2.38 1.69 -5.56
H -0.92 -0.12 -3.58
H -2.64 0.19 -3.55
H -3.22 0.15 -1.27
H -4.33 1.82 -2.73
H -4.59 2.88 -1.35
H -5.78 0.10 -1.73
H -6.64 1.62 -1.87
H -7.05 0.57 0.36
H -6.22 2.11 0.53
H -4.88 -0.65 0.57
H -5.14 0.38 1.97
H -2.81 0.57 1.11
H -3.66 2.11 1.04
H -1.83 3.94 2.38
H -2.19 4.04 4.79
H -1.31 2.22 6.24
H -0.15 0.32 5.24
H 1.01 -1.16 4.77
H 2.97 -2.16 2.69
H 1.61 -3.12 3.25
H 3.91 -3.44 4.44
H 2.46 -3.36 5.43
H 4.61 -1.87 6.04
H 3.00 -1.28 6.34
H 4.59 -0.70 3.81
H 4.43 0.42 5.14
H 2.79 0.59 3.06
H 2.17 0.89 4.67
H -1.86 -1.09 2.15
H -1.59 -1.21 4.67
H -0.79 -2.75 4.46
H -3.67 -1.97 3.90
H -3.08 -3.29 4.88
H -3.54 -3.17 1.91
H -3.67 -4.54 2.99
H -1.75 -4.91 1.49
H -1.14 -4.63 3.10
H -1.17 -2.73 0.72
H 0.19 -3.24 1.69
I 8.41 -0.71 -3.84
C 6.75 -0.75 -2.59
C 6.84 -1.33 -1.34
C 5.73 -1.35 -0.50
I 5.86 -2.30 1.35
C 4.52 -0.76 -0.89
O 3.45 -0.70 -0.09
C 4.45 -0.21 -2.18
C 3.10 0.28 -2.61
N 2.15 -0.86 -2.67
C 2.38 -1.71 -3.84
C 1.97 -3.14 -3.62
C 1.58 -3.96 -4.67
C 1.30 -5.29 -4.40
C 1.40 -5.76 -3.10
C 1.77 -4.86 -2.11
N 2.06 -3.58 -2.37
C 5.55 -0.19 -3.01
H 7.76 -1.78 -1.01
H 3.16 0.79 -3.58
H 2.70 0.99 -1.88
H 1.20 -0.50 -2.70
H 3.46 -1.70 -4.06
H 1.88 -1.31 -4.73
H 1.51 -3.56 -5.67
H 0.99 -5.95 -5.20
H 1.18 -6.79 -2.85
H 1.84 -5.17 -1.07
H 5.47 0.25 -4.00
Cl -0.56 -0.81 -1.09

Its multiplicity is 1. The charge is +1. The calculation puts the relative energy (zero: lowest compared OMol25 entry of this formula, charge and spin) at 0.000 eV. Its HOMO energy is -9.74 eV. For the total energy, the calculation gives -118959.2321 eV. For the LUMO energy, the calculation gives -2.03 eV.

Record 4
A 3-piece molecular cluster, C38H19F9O6S overall, computed with wB97M-V/def2-TZVPD.

Cartesian coordinates (Å):
O 2.28 -9.63 -1.27
C 2.14 -8.44 -1.24
C 3.10 -7.49 -1.83
C 2.71 -6.24 -2.12
S 3.77 -5.08 -2.86
C 1.28 -5.82 -1.89
O 0.79 -4.91 -2.49
C 0.53 -6.62 -0.87
C -0.66 -6.01 -0.15
F -0.30 -4.78 0.29
F -0.95 -6.75 0.94
C -2.01 -5.81 -0.91
F -2.88 -5.38 0.03
F -1.89 -4.86 -1.83
C -2.63 -7.09 -1.56
F -3.96 -7.04 -1.46
F -2.19 -8.18 -0.91
C -2.31 -7.30 -3.07
F -0.99 -7.34 -3.28
F -2.84 -8.46 -3.46
F -2.84 -6.32 -3.81
C 0.94 -7.84 -0.57
H 4.10 -7.85 -2.06
H 2.83 -4.14 -3.00
H 0.42 -8.48 0.14
C -2.07 4.06 3.16
C -0.81 3.69 2.69
C -0.54 2.36 2.40
C -1.52 1.40 2.59
C -2.78 1.77 3.07
C -3.05 3.10 3.35
C -3.85 0.76 3.31
O -4.94 1.08 3.71
C -3.52 -0.67 3.02
C -4.48 -1.64 3.27
C -4.20 -2.97 3.00
C -2.96 -3.34 2.49
C -2.00 -2.38 2.25
C -2.27 -1.04 2.51
C -1.21 -0.02 2.26
O -0.14 -0.34 1.80
H -2.28 5.10 3.38
H -0.05 4.44 2.53
H 0.43 2.06 2.02
H -4.03 3.37 3.72
H -5.44 -1.34 3.66
H -4.95 -3.73 3.20
H -2.75 -4.38 2.29
H -1.03 -2.64 1.84
C -0.88 6.51 -2.59
C -0.16 6.93 -3.70
C 1.21 7.09 -3.63
C 1.87 6.85 -2.43
C 1.15 6.44 -1.31
C -0.23 6.27 -1.39
C 1.83 6.19 0.00
O 1.20 5.83 0.97
C 3.30 6.41 0.07
C 3.95 6.22 1.28
C 5.32 6.40 1.37
C 6.05 6.77 0.24
C 5.40 6.96 -0.97
C 4.03 6.78 -1.06
C 3.35 7.01 -2.37
O 3.99 7.32 -3.36
H -1.95 6.38 -2.65
H -0.67 7.12 -4.64
H 1.79 7.41 -4.49
H -0.77 5.95 -0.51
H 3.37 5.93 2.15
H 5.83 6.26 2.31
H 7.12 6.91 0.31
H 5.95 7.25 -1.86

Its multiplicity is 1. The charge is 0. Its HOMO energy is -9.62 eV. For the total energy, the calculation gives -87292.4929 eV. For the LUMO energy, the calculation gives -1.85 eV.

Record 5
C32H24AsF6FeGeNO5S as an isolated structure, computed with wB97M-V/def2-TZVPD.

Cartesian coordinates (Å):
Fe 0.53 -2.31 -1.03
O 1.37 -2.16 0.89
N 2.67 -2.07 1.06
C 3.11 -1.76 2.29
C 4.44 -1.64 2.58
C 5.36 -1.84 1.54
C 4.90 -2.14 0.28
C 3.52 -2.25 0.00
S 2.90 -2.55 -1.56
H 2.31 -1.60 3.01
H 4.75 -1.38 3.58
H 6.42 -1.75 1.72
H 5.58 -2.28 -0.55
O -2.87 -4.50 -1.59
C -2.07 -3.58 -1.62
O -0.80 -3.71 -1.38
C -2.52 -2.19 -2.06
C -3.39 -2.14 -3.14
C -3.69 -0.94 -3.80
C -3.05 0.17 -3.32
O -3.11 1.47 -3.79
C -1.95 2.07 -3.20
O -1.72 1.40 -1.97
C -2.22 0.12 -2.22
C -1.96 -1.02 -1.49
H -3.79 -3.07 -3.51
H -4.33 -0.91 -4.67
H -2.14 3.12 -3.01
H -1.09 1.90 -3.87
H -1.47 -1.88 0.37
C -1.12 -1.07 -0.28
Ge -0.69 0.39 0.86
C -0.84 -0.19 2.76
C -0.69 -1.52 3.15
C -0.79 -1.90 4.48
C -1.05 -0.95 5.46
C -1.21 0.38 5.10
C -1.11 0.75 3.76
C 1.17 1.03 0.69
C 1.82 0.94 -0.54
C 3.16 1.27 -0.67
C 3.87 1.72 0.44
C 3.24 1.84 1.66
C 1.90 1.49 1.79
C -1.84 1.99 0.86
C -3.23 1.82 0.86
C -4.08 2.92 0.85
C -3.56 4.21 0.84
C -2.18 4.39 0.84
C -1.33 3.28 0.85
H -0.47 -2.27 2.40
H -0.67 -2.94 4.75
H -1.12 -1.24 6.50
H -1.42 1.13 5.85
H -1.26 1.79 3.49
H 1.28 0.58 -1.41
H 3.65 1.16 -1.63
H 4.92 1.97 0.34
H 3.79 2.18 2.53
H 1.42 1.55 2.76
H -3.65 0.82 0.84
H -5.15 2.77 0.83
H -4.22 5.07 0.82
H -1.76 5.39 0.82
H -0.26 3.43 0.83
F 0.69 -0.73 -3.02
As 1.11 -0.69 -4.73
F 2.77 -0.41 -4.30
F 1.54 -0.63 -6.42
F 1.36 -2.40 -4.70
F -0.55 -0.92 -5.14
F 0.85 1.04 -4.72

Its multiplicity is 5. The charge is -2. The calculation puts the relative energy (zero: lowest compared OMol25 entry of this formula, charge and spin) at 0.216 eV. Its HOMO energy (alpha / beta) is -1.35 / -1.91 eV. For the total energy, the calculation gives -224189.5090 eV. For the LUMO energy (alpha / beta), the calculation gives 4.24 / 4.24 eV.

Record 6
C30H31GeN3O2RuS3Se2 as an isolated structure, computed with wB97M-V/def2-TZVPD.

Cartesian coordinates (Å):
Ru 0.63 0.50 -0.76
S 0.26 0.76 1.57
C 2.01 0.64 1.54
N 2.49 0.56 0.33
C 3.86 0.40 0.32
C 4.68 0.29 -0.80
C 6.04 0.14 -0.60
C 6.58 0.11 0.69
C 5.78 0.23 1.81
C 4.41 0.37 1.61
S 3.15 0.54 2.80
H 4.25 0.32 -1.79
H 6.70 0.05 -1.46
H 7.65 0.00 0.81
H 6.21 0.21 2.80
O -4.63 0.54 -2.33
C -5.17 0.51 -1.02
C -4.19 -0.17 -0.08
C -4.86 -0.17 1.31
O -3.96 -0.74 2.25
C -2.88 0.59 0.07
Se -1.73 0.38 -1.52
C -3.92 -1.64 -0.47
Se -2.46 -1.87 -1.75
H -5.29 0.87 -2.95
H -6.11 -0.06 -1.01
H -5.38 1.52 -0.66
H -5.79 -0.75 1.25
H -5.12 0.86 1.58
H -4.40 -0.81 3.10
H -2.33 0.18 0.92
H -3.04 1.66 0.19
H -4.80 -2.08 -0.93
H -3.64 -2.21 0.42
Ge 0.31 2.82 0.08
C 1.19 2.40 -1.79
C 2.43 3.05 -1.69
C 3.25 3.19 -2.81
C 2.90 2.60 -4.01
C 1.69 1.93 -4.12
C 0.82 1.87 -3.04
C -1.31 3.80 0.02
C -2.02 3.89 -1.18
C -3.19 4.63 -1.23
C -3.65 5.26 -0.09
C -2.95 5.18 1.11
C -1.77 4.45 1.17
H 1.45 3.25 0.99
H 2.78 3.45 -0.75
H 4.19 3.73 -2.71
H 3.56 2.67 -4.86
H 1.39 1.51 -5.07
H -0.18 1.50 -3.23
H -1.65 3.40 -2.08
H -3.74 4.71 -2.16
H -4.56 5.85 -0.13
H -3.31 5.69 1.99
H -1.22 4.40 2.10
N 2.35 -6.29 -1.04
C 1.27 -5.80 -0.41
S 0.14 -6.74 0.31
C 1.11 -4.31 -0.45
C 1.62 -3.54 -1.49
C 1.40 -2.18 -1.50
N 0.71 -1.56 -0.53
C 0.22 -2.29 0.48
C 0.41 -3.66 0.55
H 2.49 -7.29 -1.03
H 3.12 -5.71 -1.34
H 2.14 -3.98 -2.33
H 1.77 -1.55 -2.30
H -0.36 -1.78 1.23
H -0.02 -4.23 1.36

Its multiplicity is 1. The charge is +2. The calculation puts the relative energy (zero: lowest compared OMol25 entry of this formula, charge and spin) at 0.000 eV. Its HOMO energy is -12.80 eV. For the total energy, the calculation gives -262461.6345 eV. For the LUMO energy, the calculation gives -6.90 eV.

Record 7
A 2-piece molecular cluster, C18H18N2 overall in a non-equilibrium geometry, computed with wB97M-V/def2-TZVPD.

Cartesian coordinates (Å):
C -3.35 1.30 -0.88
C 0.37 1.71 -0.49
C -0.99 1.81 -0.02
C -1.89 1.29 -1.19
C -0.93 0.79 -2.11
C 1.46 2.52 0.12
C 1.13 3.14 1.37
C -1.20 2.47 1.19
C -0.12 2.95 1.88
N 0.36 1.21 -1.86
H 1.17 1.19 -2.45
H 2.46 2.42 -0.29
H -1.39 0.32 -3.06
H 1.99 3.61 1.76
H -2.24 2.46 1.65
H -4.06 1.18 -1.69
H -3.72 2.34 -0.54
H -0.48 3.34 2.91
H -3.43 0.80 0.02
C -0.37 -3.75 -1.54
C 0.63 -1.30 1.13
C 0.87 -2.03 -0.02
C -0.34 -2.81 -0.34
C -1.18 -2.38 0.63
C 1.51 -0.46 1.78
C 2.70 -0.35 1.13
C 2.13 -2.00 -0.58
C 3.06 -1.17 -0.08
N -0.70 -1.49 1.54
H -1.18 -1.31 2.38
H 1.27 0.41 2.50
H -2.12 -2.85 0.92
H 3.39 0.40 1.36
H 2.13 -2.63 -1.54
H 0.66 -3.85 -1.98
H -1.00 -3.45 -2.34
H 4.10 -1.12 -0.21
H -0.71 -4.73 -1.07

Its multiplicity is 1. The charge is 0. The calculation puts the relative energy (zero: lowest compared OMol25 entry of this formula, charge and spin) at 3.953 eV. Its HOMO energy is -7.48 eV. For the total energy, the calculation gives -21935.1375 eV. For the LUMO energy, the calculation gives 0.83 eV.

Record 8
A 4-piece molecular cluster, CH12N2O3 overall in a non-equilibrium geometry, computed with wB97M-V/def2-TZVPD.

Cartesian coordinates (Å):
N 0.12 1.96 -0.49
C 1.37 1.18 -0.25
N 1.59 1.29 1.21
H -0.51 1.58 0.21
H 0.30 2.88 -0.11
H 1.41 0.14 -0.50
H 2.20 1.70 -0.88
H 2.35 1.86 1.54
H 1.77 0.33 1.56
H -2.13 -3.13 -0.30
H -0.71 -2.65 -0.75
O -1.35 -2.64 -0.04
H -0.72 -0.64 -1.16
H -0.34 -0.38 -2.51
O -0.19 -1.07 -1.84
H -0.90 -0.65 1.37
H -2.41 -1.25 1.49
O -1.83 -0.50 1.48

Its multiplicity is 1. The charge is 0. The calculation puts the relative energy (zero: lowest compared OMol25 entry of this formula, charge and spin) at 1.189 eV. Its HOMO energy is -9.20 eV. For the total energy, the calculation gives -10353.5734 eV. For the LUMO energy, the calculation gives 0.70 eV.

Record 9
One molecule with the formula C6H8O2 in a non-equilibrium geometry, computed with wB97M-V/def2-TZVPD.

Cartesian coordinates (Å):
C 0.31 0.40 0.02
C 1.07 0.48 -1.28
C 1.15 0.06 1.23
C -1.04 -1.53 0.31
C -1.46 0.60 -0.27
C -2.00 -0.60 0.32
O -0.57 1.49 0.29
O -0.41 -2.51 0.23
H -1.95 0.98 -1.16
H -3.04 -0.78 0.56
H 0.45 0.86 -2.09
H 0.55 0.04 2.14
H 1.42 -0.52 -1.56
H 1.95 1.12 -1.19
H 1.93 0.83 1.35
H 1.64 -0.90 1.10

Its multiplicity is 1. The charge is 0. The calculation puts the relative energy (zero: lowest compared OMol25 entry of this formula, charge and spin) at 3.928 eV. Its HOMO energy is -8.45 eV. For the total energy, the calculation gives -10442.7986 eV. For the LUMO energy, the calculation gives 0.71 eV.

Record 10
An isolated ion of composition C4H8NOS and charge +1 in a non-equilibrium geometry, computed with wB97M-V/def2-TZVPD.

Cartesian coordinates (Å):
C -0.51 -0.50 0.69
C 0.92 -0.95 1.05
C 2.94 0.01 -0.89
C -1.96 1.12 -0.02
N -0.68 0.55 0.09
O 2.10 1.51 0.93
S 1.70 0.42 0.08
H -1.43 -1.01 1.01
H 1.12 -0.78 2.13
H 1.35 -1.81 0.69
H 2.76 -0.76 -1.66
H 3.68 0.93 -1.00
H -2.77 0.31 0.30
H -2.19 1.28 -1.13
H -1.94 2.21 0.44

Its multiplicity is 1. The charge is +1. The calculation puts the relative energy (zero: lowest compared OMol25 entry of this formula, charge and spin) at 4.683 eV. Its HOMO energy (alpha / beta) is -14.76 / -14.76 eV. For the total energy, the calculation gives -18638.5649 eV. For the LUMO energy (alpha / beta), the calculation gives -6.38 / -6.38 eV.

Record 11
A 2-piece molecular cluster, C10H13O3 overall in a non-equilibrium geometry, computed with wB97M-V/def2-TZVPD.

Cartesian coordinates (Å):
C 2.21 3.60 -0.69
C 1.69 1.21 0.02
C 1.79 2.20 -0.96
C 1.06 0.01 -0.30
C 0.71 -0.34 -1.65
C 1.20 1.96 -2.20
C 0.67 0.74 -2.61
O 0.35 -1.54 -1.90
H 2.11 1.40 0.99
H 0.87 -0.65 0.54
H 1.34 4.17 -0.32
H 2.80 4.09 -1.45
H 1.13 2.77 -2.93
H -0.82 -2.01 -1.19
H 0.12 0.60 -3.53
H 2.81 3.81 0.22
C -2.52 -2.00 1.63
C -1.81 -2.16 2.94
C -1.85 -2.63 0.40
O -1.28 -3.71 0.40
O -1.64 -1.71 -0.53
H -3.58 -2.29 1.72
H -2.64 -0.96 1.30
H -2.41 -2.48 3.81
H -1.34 -1.20 3.21
H -0.99 -2.87 3.05

Its multiplicity is 1. The charge is -1. The calculation puts the relative energy (zero: lowest compared OMol25 entry of this formula, charge and spin) at 1.355 eV. Its HOMO energy is -3.28 eV. For the total energy, the calculation gives -16724.4299 eV. For the LUMO energy, the calculation gives 3.53 eV.